# 1
{
  "formula": "C9H18F4InN4O12S4",
  "method": "the ωB97M-V functional and the def2-TZVPD basis",
  "charge": -1,
  "mol_weight_g_mol": 693.3,
  "max_force_ha_per_bohr": 0.2337,
  "orbital_gap_ev": 1.820,
  "total_energy_ha": -3657.47997,
  "homo_ev": -6.37,
  "elements": ["In", "C", "C", "C", "C", "C", "C", "N", "O", "C", "C", "C", "H", "H", "H", "H", "H", "H", "H", "H", "H", "H", "H", "H", "H", "H", "H", "H", "H", "H", "N", "S", "O", "O", "F", "S", "O", "O", "F", "N", "S", "O", "O", "F", "S", "O", "O", "F", "N", "O", "O", "O"],
  "coordinates": [[2.484, -0.774, 2.018], [-1.858, -0.331, -2.849], [-1.602, 1.074, -3.384], [-2.156, 1.355, -4.808], [-3.619, 1.875, -4.957], [-4.036, 2.861, -3.805], [-3.604, 2.454, -2.362], [-2.107, 2.103, -2.425], [-1.459, 2.222, -1.151], [-4.508, 1.248, -1.925], [-3.830, 3.652, -1.512], [-0.135, 1.289, -3.529], [-2.872, -0.694, -3.017], [-1.651, -0.423, -1.783], [-1.176, -0.912, -3.470], [-2.039, 0.424, -5.362], [-1.525, 2.027, -5.390], [-4.274, 1.004, -4.988], [-3.830, 2.314, -5.932], [-5.124, 2.917, -3.858], [-3.607, 3.830, -4.058], [-4.109, 0.625, -1.124], [-4.635, 0.494, -2.702], [-5.547, 1.482, -1.693], [-4.790, 4.139, -1.683], [-3.001, 4.331, -1.714], [-3.929, 3.302, -0.485], [0.266, 2.246, -3.864], [0.310, 0.623, -4.268], [0.312, 1.121, -2.550], [-0.314, -4.789, 3.530], [-0.194, -6.199, 3.930], [-0.639, -7.175, 2.937], [-0.206, -6.561, 5.348], [1.442, -6.257, 3.764], [-1.939, -4.735, 3.928], [-2.387, -4.431, 5.275], [-2.820, -5.543, 3.130], [-2.184, -3.274, 3.131], [6.074, -0.876, 5.706], [7.202, 0.102, 5.983], [8.407, -0.095, 5.247], [7.345, 0.680, 7.288], [6.407, 1.285, 5.232], [6.874, -2.095, 6.489], [7.215, -1.931, 7.894], [7.811, -2.815, 5.622], [5.563, -3.050, 6.627], [6.047, 2.504, -0.577], [5.973, 1.310, -0.744], [6.851, 3.190, -1.208], [5.125, 2.874, 0.102]]
}

---

# 2
{
  "formula": "C9H18FNO3P",
  "method": "the ωB97M-V functional and the def2-TZVPD basis",
  "charge": -1,
  "mol_weight_g_mol": 238.2,
  "max_force_ha_per_bohr": 0.0644,
  "orbital_gap_ev": 6.408,
  "total_energy_ha": -1075.35961,
  "homo_ev": -3.86,
  "elements": ["C", "C", "C", "F", "C", "O", "P", "O", "C", "C", "C", "O", "H", "H", "H", "H", "H", "H", "H", "H", "H", "H", "H", "H", "H", "H", "H", "C", "C", "N", "H", "H", "H"],
  "coordinates": [[-2.763, 0.582, 0.858], [-2.218, 0.252, -0.529], [-0.772, 0.625, -0.743], [-0.737, 1.414, -1.924], [0.151, -0.564, -1.004], [-0.410, -1.556, -1.798], [-0.431, -3.043, -0.835], [1.081, -2.549, -0.115], [1.066, -1.142, 0.137], [0.624, -0.998, 1.613], [1.696, -0.454, 2.501], [1.978, -0.984, 3.513], [-2.898, 1.648, 0.997], [-3.757, 0.153, 0.933], [-2.193, 0.146, 1.664], [-2.821, 0.786, -1.251], [-2.392, -0.796, -0.709], [-0.370, 1.273, 0.028], [0.886, -0.117, -1.685], [-0.485, -4.176, 0.064], [-1.219, -2.312, 0.159], [-1.724, -3.379, -1.458], [0.195, -3.744, -1.929], [2.066, -0.782, -0.066], [0.413, -1.977, 1.996], [-0.280, -0.402, 1.694], [2.240, 0.462, 2.218], [2.296, 4.005, -0.973], [1.927, 2.806, -0.240], [1.616, 1.862, 0.332], [1.786, 4.879, -0.571], [3.369, 4.184, -0.914], [2.026, 3.913, -2.024]]
}

---

# 3
{
  "formula": "C9H18FO3Ti",
  "method": "the ωB97M-V functional and the def2-TZVPD basis",
  "charge": 0,
  "mol_weight_g_mol": 241.1,
  "max_force_ha_per_bohr": 0.1322,
  "orbital_gap_ev": [5.594, 9.436],
  "total_energy_ha": -1528.60857,
  "spin_multiplicity": 4,
  "s2": 3.76,
  "homo_ev": [-5.44, -9.43],
  "elements": ["Ti", "F", "C", "C", "O", "C", "H", "H", "H", "H", "H", "H", "C", "C", "O", "C", "H", "H", "H", "H", "H", "H", "C", "C", "O", "C", "H", "H", "H", "H", "H", "H"],
  "coordinates": [[-0.443, 1.554, 0.383], [0.059, 3.342, 0.606], [-3.974, 0.573, 1.354], [-2.575, 0.393, 0.910], [-1.709, 1.139, 1.452], [-2.162, -0.771, 0.074], [-4.097, -0.293, 2.004], [-4.725, 0.689, 0.573], [-3.929, 1.530, 1.874], [-2.751, -1.673, 0.244], [-1.140, -1.027, 0.355], [-2.156, -0.686, -1.012], [2.972, 0.575, -1.828], [1.513, 0.944, -1.371], [1.429, 1.733, -0.413], [0.403, 0.419, -2.180], [3.215, 1.229, -2.666], [2.985, -0.472, -2.130], [3.535, 0.906, -0.956], [0.812, -0.184, -2.991], [-0.194, 1.224, -2.609], [-0.126, -0.333, -1.596], [0.340, -1.856, 1.190], [0.979, -0.551, 1.133], [0.424, 0.456, 1.520], [2.437, -0.544, 0.679], [1.002, -2.532, 1.730], [0.172, -2.364, 0.240], [-0.622, -1.670, 1.668], [3.025, -0.914, 1.519], [2.745, 0.450, 0.354], [2.553, -1.286, -0.111]]
}